1.
Here is C3H5NS3 in the gas phase in a non-equilibrium geometry from the OMol25 dataset. Energies are from ωB97M-V with the def2-TZVPD basis set.

As for the HOMO energy: -8.74 eV. The molar mass comes out at 151.281 g/mol. The value obtained for the energy relative to the best compared isomer or geometry (same formula, charge and spin) is 22.8 kcal per mole. As for the total energy: -37186.46849 eV. As for the total charge: 0. Its spin multiplicity is 1.

The geometry in XYZ format:
```
12
Properties=species:S:1:pos:R:3:lowdin_charge:R:1
H 0.28381 2.98714 3.24548 -0.165
S -0.98335 -1.00666 -0.91972 0.873
C 0.00056 0.05334 0.10228 -1.058
H -1.98910 0.41583 0.93543 0.068
H 0.95459 -2.41264 -1.33319 0.058
S 0.76066 2.29452 2.24414 0.721
S 1.60217 0.39911 -0.05051 0.667
N -0.74342 1.59691 1.91149 -0.359
H -0.14490 -2.26948 -2.75625 0.021
H 0.94704 -1.02716 -2.45026 0.030
C -0.97676 0.71225 1.00313 -0.403
C 0.28871 -1.74315 -1.93203 -0.453
```

2.
Here is 2 unconnected molecules or ions with the total composition C2H2I2OS in a non-equilibrium geometry from the OMol25 dataset. Energies are from ωB97M-V with the def2-TZVPD basis set.

As for the HOMO energy: -9.02 eV. The molar mass comes out at 327.912 g/mol. The value obtained for the energy relative to the best compared isomer or geometry (same formula, charge and spin) is 57.5 kcal per mole. As for the total energy: -31186.59525 eV. As for the total charge: 0. Its spin multiplicity is 1.

The geometry in XYZ format:
```
8
Properties=species:S:1:pos:R:3:lowdin_charge:R:1
S 2.65330 0.06568 -1.35447 0.659
I -3.35931 -1.29431 1.52841 0.669
I 1.81943 0.97138 1.73452 0.612
H 3.60767 0.80331 -0.95974 -0.189
C 1.39023 0.23958 -0.25529 -1.035
H -2.03105 -1.17738 -0.69497 0.011
O -1.90266 0.77239 0.04803 -0.046
C -2.17761 -0.38064 -0.04650 -0.681
```

3.
Here is C2H4I4Si2 in the gas phase in a non-equilibrium geometry from the OMol25 dataset. Energies are from ωB97M-V with the def2-TZVPD basis set.

As for the HOMO energy: -8.10 eV. As for the SMILES: C=[Si](I)C[Si](I)(I)I. The molar mass comes out at 591.842 g/mol. The value obtained for the energy relative to the best compared isomer or geometry (same formula, charge and spin) is 37.6 kcal per mole. As for the total energy: -50299.23602 eV. As for the total charge: 0. Its spin multiplicity is 1.

The geometry in XYZ format:
```
12
Properties=species:S:1:pos:R:3:lowdin_charge:R:1
Si -1.41800 1.03085 -2.63708 -0.723
C -0.28597 1.57107 -1.28946 -0.648
C 0.20613 -0.95970 0.59475 -0.257
I -2.77885 -0.86148 -1.46583 0.350
H 0.67870 -1.88117 0.73754 -0.050
I -2.88278 2.94391 -3.04086 0.434
H -0.74192 -0.81086 0.95158 -0.096
I -0.35584 0.02781 -4.68113 0.375
I 3.23237 0.85642 -0.52319 0.431
H 0.31685 2.42907 -1.60133 0.024
Si 0.86301 0.24960 -0.53798 0.142
H -0.90970 1.92431 -0.49129 0.018
```

4.
Here is C24H27N3O3 in the gas phase from the OMol25 dataset. Energies are from ωB97M-V with the def2-TZVPD basis set.

As for the HOMO energy: -7.57 eV. As for the SMILES: Cc1c(/C=N\NC(=O)[C@@H]2COc3ccc(C(C)(C)C)cc3O2)c2ccccc2n1C. The molar mass comes out at 405.498 g/mol. The value obtained for the energy relative to the best compared isomer or geometry (same formula, charge and spin) is 51.6 kcal per mole. As for the total energy: -35938.82672 eV. As for the total charge: 0. Its spin multiplicity is 1.

The geometry in XYZ format:
```
57
Properties=species:S:1:pos:R:3:lowdin_charge:R:1
H 2.84427 -4.31792 1.72339 0.084
H -1.82557 0.99724 -3.58995 0.084
H -0.62423 -3.25695 -1.17306 0.102
H -3.00269 2.10746 -4.29634 0.084
C 3.39509 -0.27711 0.40157 -0.142
N 3.33366 -2.42589 1.04993 -0.047
C -2.99588 -0.45574 -0.60831 -0.041
H -1.46278 1.12252 3.77354 0.143
H 0.23363 2.72728 3.15129 0.171
C -2.13449 1.74913 -0.38085 0.049
C -0.57741 0.73435 3.24891 -0.110
C 5.34189 -1.18078 1.83082 -0.001
H -2.41352 -1.83954 0.92648 0.125
O -0.95041 -0.32889 2.40730 0.001
C -3.59402 1.30179 -2.37432 -0.559
C 4.06641 -1.27322 1.07753 -0.216
H 0.13522 0.32650 3.96754 0.136
C 0.17674 -1.27715 -1.30768 -0.100
C -2.53149 1.79449 -3.36693 -0.042
H 1.17337 -4.11865 0.26456 0.100
C -1.47718 1.38383 0.78251 -0.173
H -3.74390 -0.64486 -3.32940 0.084
H -4.86163 0.56386 -3.95114 0.084
H 4.84132 1.28354 -0.05127 0.116
H -2.02310 2.77211 -0.70344 0.124
C 1.47961 1.45436 1.97289 -0.410
H -5.17623 -0.18776 -2.39114 0.085
H 3.97971 -3.43382 2.75355 0.096
C -1.57802 0.07917 1.26109 -0.202
C 3.80876 1.09217 0.22276 -0.094
C 2.19317 -2.21406 0.31685 -0.159
H -0.61716 -0.93775 -1.95509 0.092
H -5.30745 2.10677 -1.32268 0.090
H 5.99312 -2.02439 1.60294 0.083
H 5.85375 -0.25640 1.57942 0.079
O -0.74823 2.35616 1.43557 -0.003
H 5.14656 -1.17621 2.90382 0.094
H -3.57909 -1.19980 -1.12398 0.103
C -2.34459 -0.83147 0.55084 -0.001
H -4.03870 3.29421 -1.61203 0.076
C -4.56262 2.44454 -2.03999 -0.044
C -4.39172 0.18158 -3.04711 -0.065
H -5.07530 2.77748 -2.94006 0.083
C 3.69563 -3.64146 1.72042 -0.010
H -1.97653 2.63757 -2.96596 0.076
H 4.53371 -4.13418 1.21768 0.099
C 0.08127 1.87685 2.47206 -0.187
H 1.21695 2.81506 0.49190 0.151
C 0.17474 -2.59947 -0.86397 -0.094
C 1.17849 -3.08620 -0.05323 -0.012
N 1.82750 2.07982 0.82874 0.058
N 3.10345 2.15142 0.31365 0.071
O 2.18701 0.71108 2.62054 0.099
C 2.18754 -0.86314 -0.10216 -0.114
C -2.90510 0.84257 -1.09812 -0.185
H 1.16687 0.61847 -1.28956 0.109
C 1.16959 -0.40054 -0.93234 -0.018
```

5.
Here is C6H8 in the gas phase in a non-equilibrium geometry from the OMol25 dataset. Energies are from ωB97M-V with the def2-TZVPD basis set.

As for the HOMO energy: -8.60 eV. As for the SMILES: C1=C[C@H]2C[C@H]2C1. The molar mass comes out at 80.130 g/mol. The value obtained for the energy relative to the best compared isomer or geometry (same formula, charge and spin) is 66.3 kcal per mole. As for the total energy: -6347.91075 eV. As for the total charge: 0. Its spin multiplicity is 1.

The geometry in XYZ format:
```
14
Properties=species:S:1:pos:R:3:lowdin_charge:R:1
C -0.28189 0.38739 -0.89048 -0.357
C 0.35520 -1.23771 0.61752 -0.106
H 1.89261 0.57056 -0.89371 0.114
H -2.04843 1.21032 -0.00600 0.086
H -1.34836 0.18010 1.16481 0.063
C 0.95322 -0.06640 0.91566 -0.095
C -0.55975 -1.01883 -0.52933 -0.118
C 1.00516 0.84136 -0.30703 -0.148
H -0.80726 -1.81998 -1.23437 0.121
H 1.31702 0.23042 1.89029 0.104
C -1.37710 0.36487 0.11772 -0.026
H 0.37967 -2.13146 1.23186 0.103
H 0.98519 1.92282 -0.15521 0.114
H -0.68605 0.70419 -1.85305 0.146
```

6.
Here is 2 unconnected molecules or ions with the total composition C5H8N in a non-equilibrium geometry from the OMol25 dataset. Energies are from ωB97M-V with the def2-TZVPD basis set.

As for the HOMO energy: -14.49 eV. The molar mass comes out at 82.126 g/mol. The value obtained for the energy relative to the best compared isomer or geometry (same formula, charge and spin) is 110.0 kcal per mole. As for the total energy: -6793.31732 eV. As for the total charge: +1. Its spin multiplicity is 1.

The geometry in XYZ format:
```
14
Properties=species:S:1:pos:R:3:lowdin_charge:R:1
H -2.37395 -0.07163 -1.19349 0.127
H 2.46780 0.13683 0.89751 0.170
C 0.32054 2.03441 -0.15505 0.075
C -2.25816 -0.55203 -0.16372 0.020
N -1.15243 -0.26067 0.31742 0.050
H 1.21896 2.76288 -0.34963 0.157
H -0.77925 -0.57291 1.17944 0.090
C 0.61686 0.81294 -0.00459 -0.089
H -3.04304 -1.29558 0.40450 0.171
H -0.66814 2.58142 -0.06171 0.123
H 0.65877 -1.75189 -0.93166 0.073
C 1.36825 -1.42434 -0.22083 0.087
H 2.00861 -2.23073 0.10444 0.087
C 1.61520 -0.16869 0.17737 -0.140
```